i:
A structure of composition C3H8IOZn, computed with the ωB97M-V functional and the def2-TZVPD basis.

## Properties
* HOMO: -13.243 eV
* Kohn-Sham gap: 5.109 eV

The geometry in ORCA input format:
```
! RIJCOSX wB97M-V def2-TZVPD def2/J DEFGRID3
* xyz 1 1
Zn -8.3042 22.4367 23.4014
I -9.3698 21.5663 21.7241
C -9.0771 18.0650 22.3079
C -8.2226 18.2648 21.0786
C -8.8797 18.4497 19.6556
O -7.4978 19.4598 21.2948
H -9.6916 17.1811 22.1371
H -9.7089 18.9530 22.2871
H -8.6034 17.9169 23.2783
H -7.5525 17.4056 21.0508
H -9.4400 19.3738 19.5131
H -9.5420 17.6196 19.4100
H -8.1517 18.3780 18.8475
H -8.0559 20.2398 21.3369
*
```

Let us look at the Mulliken charges, expressed in e, one per atom: number 1, Zn, carries 0.46; number 2, I, carries 0.38; number 3, C, carries -0.77; number 4, C, carries 0.11; number 5, C, carries -0.89; number 6, O, carries -0.46; number 7, H, carries 0.32; number 8, H, carries 0.05; number 9, H, carries 0.25; number 10, H, carries 0.29; number 11, H, carries 0.18; number 12, H, carries 0.33; number 13, H, carries 0.30; number 14, H, carries 0.45

=====

ii:
A structure of composition C3H8IOZn, computed with the ωB97M-V functional and the def2-TZVPD basis.

## Properties
* HOMO: -12.745 eV
* Kohn-Sham gap: 3.917 eV

The geometry in ORCA input format:
```
! RIJCOSX wB97M-V def2-TZVPD def2/J DEFGRID3
* xyz 1 1
Zn -4.7494 3.0475 -1.5022
I -2.1286 3.3002 -1.1811
C 0.0673 -1.4560 -0.5781
C 0.3321 -0.1889 0.2183
C 1.3807 -0.3763 1.3040
O 0.7734 0.8638 -0.6642
H -0.6425 -1.3962 -1.4025
H -0.3826 -2.1968 0.0962
H 1.0209 -1.8570 -0.9244
H -0.6003 0.0584 0.7479
H 1.5276 0.5823 1.8045
H 2.3396 -0.6667 0.8735
H 1.0767 -1.0943 2.0637
H -0.0150 1.3800 -0.8556
*
```

Let us look at the Mulliken charges, expressed in e, one per atom: number 1, Zn, carries 0.73; number 2, I, carries 0.31; number 3, C, carries -1.17; number 4, C, carries 0.61; number 5, C, carries -1.30; number 6, O, carries -0.45; number 7, H, carries 0.30; number 8, H, carries 0.34; number 9, H, carries 0.30; number 10, H, carries 0.23; number 11, H, carries 0.31; number 12, H, carries 0.34; number 13, H, carries 0.36; number 14, H, carries 0.07

=====

So which one is most stable? That would be ii, about 0.0456 hartree below the next structure.